No. 1
ORCA calculation (ωB97M-V/def2-TZVPD) on a 7-piece molecular cluster, C35H42B2N7O4 overall.

The geometry in XYZ format:
```
90
Properties=species:S:1:pos:R:3:forces:R:3:mulliken_charge:R:1
O 0.82548 -4.76155 2.14879 -1.112 1.650 -0.916 -0.597
B 0.06612 -3.74766 1.55451 0.455 0.046 -0.189 0.513
O 0.41259 -2.38514 1.75077 -0.157 -1.751 0.483 -0.374
C -1.24796 -4.08453 0.66387 0.322 0.039 0.494 -0.607
C -2.37858 -4.56900 1.64890 0.501 -0.129 1.741 0.466
C -3.46376 -3.55511 2.11155 0.340 -1.783 -1.542 -0.517
N -4.60830 -3.91534 1.61364 -0.103 0.748 0.909 0.148
B -5.90348 -3.17787 1.90046 -2.141 1.170 1.129 0.596
O -6.70793 -2.57968 0.91677 1.688 -1.335 1.338 -0.587
O -6.29416 -3.15632 3.25440 0.521 -0.270 -2.450 -0.443
C -4.50935 -5.10444 0.74085 1.452 0.181 -1.911 -0.621
C -3.24008 -5.81984 1.29238 -1.526 0.740 0.307 -0.936
H 1.48487 -4.29945 2.68012 0.374 -0.270 0.166 0.298
H -0.38202 -1.95859 2.07567 -0.060 0.702 -0.294 0.227
H -1.52211 -3.21616 0.04056 -0.091 -0.511 0.205 0.214
H -0.99165 -4.91003 -0.02775 -0.325 0.348 0.322 0.159
H -1.85113 -4.78438 2.61002 -0.277 -0.111 -0.539 0.361
H -3.33749 -2.69495 2.78548 -0.212 -0.325 -0.444 0.539
H -7.14678 -3.29818 0.44608 -0.304 0.273 -0.556 0.310
H -6.20979 -4.07238 3.54441 0.244 0.080 0.851 0.346
H -5.43273 -5.66994 0.54464 0.244 0.280 0.766 0.435
H -4.21320 -4.65075 -0.23673 -0.362 -0.479 0.309 0.341
H -3.55401 -6.32560 2.22940 0.411 0.103 -0.465 0.300
H -2.85133 -6.57182 0.59237 0.181 0.588 0.232 0.422
N -1.94799 -3.13175 -2.53250 -0.101 0.084 -0.288 -0.168
C -1.36045 -1.98867 -2.90693 -0.091 -0.230 0.291 -0.128
C -1.30837 -1.53945 -4.21489 -0.049 0.035 -0.134 -0.679
C -1.89533 -2.31902 -5.19885 -0.011 -0.006 -0.025 -0.209
C -2.50937 -3.50924 -4.83764 0.030 0.038 -0.006 -0.697
C -2.50935 -3.86668 -3.50019 0.087 0.098 0.273 -0.136
H -0.91157 -1.41356 -2.10423 0.052 0.074 -0.073 0.454
H -0.81937 -0.60487 -4.45585 0.076 -0.042 0.063 0.391
H -1.87475 -2.00354 -6.23463 -0.001 -0.002 0.023 0.413
H -2.97722 -4.14452 -5.57756 0.001 -0.011 0.032 0.374
H -2.97967 -4.78734 -3.17016 -0.011 -0.041 -0.099 0.359
N 1.46622 0.58193 -4.86541 0.035 0.195 -0.352 -0.470
C 1.86857 -0.04619 -5.97584 -0.107 0.000 0.315 -0.115
C 2.28015 0.60668 -7.12597 -0.003 0.060 0.005 -0.504
C 2.27261 1.99253 -7.13192 0.023 0.058 -0.065 -0.131
C 1.85846 2.66650 -5.99417 0.038 -0.058 -0.073 -0.450
C 1.46937 1.91933 -4.89445 -0.058 -0.270 0.209 -0.206
H 1.85476 -1.12974 -5.92491 0.031 -0.013 -0.066 0.391
H 2.59800 0.04529 -7.99418 -0.006 -0.015 0.027 0.367
H 2.58601 2.54035 -8.01200 -0.006 -0.013 0.018 0.368
H 1.83855 3.74732 -5.96054 -0.008 -0.017 0.032 0.366
H 1.14149 2.40257 -3.98060 0.019 0.069 -0.027 0.407
N -4.76175 3.02256 2.24548 -0.206 -0.392 -0.108 -0.513
C -4.09642 1.89920 1.96794 0.071 0.321 0.104 -0.439
C -4.71020 0.70632 1.62110 -0.158 0.027 0.073 -0.198
C -6.09526 0.67074 1.56103 -0.017 -0.130 0.000 -0.049
C -6.80640 1.82450 1.84667 0.048 -0.089 -0.020 -0.587
C -6.09568 2.96706 2.17981 0.297 0.199 0.055 -0.205
H -3.01607 1.97440 2.03009 0.016 -0.049 -0.028 0.401
H -4.11711 -0.17447 1.40218 0.049 0.038 -0.068 0.390
H -6.60686 -0.24631 1.29685 -0.053 0.113 -0.024 0.474
H -7.88718 1.83832 1.81147 0.017 0.028 0.004 0.368
H -6.60792 3.89467 2.40809 -0.059 -0.033 -0.007 0.367
N 4.44711 -1.04918 3.17531 0.046 -0.240 0.379 -0.233
C 3.38335 -1.79489 3.49041 0.096 0.211 -0.230 -0.307
C 3.32139 -2.61922 4.60246 0.104 0.026 -0.039 -0.499
C 4.42634 -2.67996 5.43774 0.018 -0.083 0.104 -0.389
C 5.54097 -1.91710 5.13081 -0.092 -0.059 0.025 -0.561
C 5.49975 -1.12208 3.99623 -0.166 0.138 -0.301 -0.081
H 2.54558 -1.71640 2.80603 -0.039 -0.033 0.037 0.569
H 2.43073 -3.19943 4.81094 -0.009 0.031 0.031 0.383
H 4.41826 -3.31292 6.31657 0.008 0.017 -0.018 0.380
H 6.42205 -1.93748 5.75743 -0.003 0.021 -0.024 0.374
H 6.34694 -0.50510 3.71784 0.042 -0.026 0.066 0.354
N 2.63367 3.60432 -0.12118 0.208 -0.268 0.139 -0.425
C 3.93995 3.50938 -0.39067 -0.290 0.108 -0.073 -0.192
C 4.78364 2.58071 0.19723 -0.114 -0.017 0.044 -0.789
C 4.24649 1.69928 1.12212 0.199 -0.049 0.022 0.168
C 2.89588 1.77970 1.41939 0.031 0.018 -0.052 -0.277
C 2.13826 2.74257 0.77297 -0.022 0.229 -0.217 -0.526
H 4.31463 4.22204 -1.11727 0.081 -0.016 0.017 0.462
H 5.83333 2.54877 -0.06188 -0.017 0.030 -0.010 0.383
H 4.86975 0.95834 1.60594 -0.095 -0.034 0.010 0.396
H 2.44187 1.10902 2.13694 0.026 0.006 0.006 0.352
H 1.07609 2.84196 0.97071 -0.003 -0.027 0.053 0.459
N 4.13620 7.65467 1.49921 0.031 0.152 -0.401 -0.557
C 4.74132 8.78143 1.10955 -0.100 -0.239 0.240 -0.193
C 4.78920 9.21728 -0.20484 -0.028 -0.040 -0.057 -0.334
C 4.17805 8.44027 -1.17621 0.001 0.012 -0.081 -0.349
C 3.54566 7.26675 -0.79715 0.057 0.082 -0.051 -0.323
C 3.55203 6.92228 0.54486 0.058 0.033 0.417 -0.285
H 5.20764 9.35404 1.90355 0.021 0.056 -0.045 0.365
H 5.29183 10.14027 -0.46112 0.001 -0.010 0.031 0.358
H 4.19411 8.74579 -2.21545 0.001 0.001 0.022 0.363
H 3.05723 6.63259 -1.52550 -0.028 -0.025 0.056 0.440
H 3.06756 6.01612 0.88848 -0.033 -0.015 -0.108 0.515
```
Forces are in eV/Å.

Its total charge is +1. The value obtained for the largest force on an atom is 2.69 eV/Å. Its LUMO energy is -4.54 eV. As for the HOMO energy: -0.38502 Eh.

No. 2
ORCA calculation (ωB97M-V/def2-TZVPD) on C35H42BrMnN7OSi as an isolated structure.

The geometry in XYZ format:
```
88
Properties=species:S:1:pos:R:3:forces:R:3:mulliken_charge:R:1
Mn -0.60776 -0.12572 0.29535 0.039 0.395 -0.569 0.320
C -0.40793 4.76159 -4.58178 -0.006 0.030 -0.041 -1.481
C -0.41102 3.41692 -3.90666 -0.024 -0.036 0.060 0.476
C 0.18178 2.30465 -4.48817 0.007 0.002 -0.021 -1.154
C 0.22600 1.06944 -3.85121 0.000 0.004 0.013 -0.971
C -0.34041 0.89500 -2.58343 -0.099 0.157 -0.026 0.221
N -0.32754 -0.24340 -1.82583 0.244 -0.185 -0.053 1.558
C 0.12181 -1.44000 -2.35206 0.027 0.010 0.074 -0.990
C -0.49214 -2.07189 -3.44478 0.000 -0.005 -0.024 0.182
C -0.12608 -3.33646 -3.86172 -0.008 0.010 0.009 -0.881
C 0.86512 -4.06132 -3.19839 -0.009 0.023 0.010 0.502
C 1.20537 -5.46790 -3.60906 0.024 -0.042 -0.022 -1.570
C 1.50114 -3.44766 -2.13203 -0.062 -0.014 -0.060 -0.500
C 1.16528 -2.15506 -1.74254 -0.037 -0.008 0.038 -0.119
N 1.97797 -1.54422 -0.73924 0.028 0.072 0.040 0.125
C 3.31394 -1.68553 -0.61873 -0.021 0.001 -0.081 -0.235
C 3.72509 -0.93418 0.45665 -0.022 0.039 -0.009 -1.804
C 2.54974 -0.35107 0.94160 -0.057 0.065 0.058 -0.875
N 1.50234 -0.72623 0.22054 0.035 -0.100 0.158 0.970
C -0.96463 2.02898 -2.00347 -0.030 -0.107 0.070 -0.523
C -0.98625 3.25095 -2.64534 0.071 0.038 -0.089 -0.122
N -1.53264 1.79361 -0.73016 -0.011 -0.046 0.024 1.344
C -2.64149 2.35406 -0.41325 -0.090 -0.109 0.230 -0.187
C -3.38748 2.01551 0.78224 0.113 0.003 -0.076 -1.188
C -2.92805 1.22797 1.78539 0.043 -0.041 -0.023 -0.683
N -1.62514 0.84517 2.02849 -0.299 0.166 0.219 -0.205
H -0.04776 4.67800 -5.60758 0.005 0.009 0.004 0.364
H 0.23726 5.47433 -4.06180 0.002 -0.015 0.010 0.276
H -1.40866 5.19769 -4.61768 -0.001 -0.009 0.009 0.330
H 0.64337 2.40307 -5.46515 -0.002 0.007 0.000 0.321
H 0.71915 0.23449 -4.33398 -0.002 0.011 0.001 0.428
H -1.27950 -1.53183 -3.95791 0.001 -0.010 -0.007 0.528
H -0.63366 -3.78416 -4.70939 0.000 -0.001 -0.001 0.391
H 1.23268 -5.56566 -4.69519 -0.005 0.007 0.001 0.386
H 0.46712 -6.18236 -3.23706 -0.003 0.012 0.007 0.281
H 2.17899 -5.77026 -3.22295 -0.004 0.009 0.013 0.360
H 2.26937 -3.98071 -1.58357 0.011 0.007 0.001 0.485
H 3.86308 -2.28204 -1.32567 0.024 0.005 0.010 0.589
H 4.72957 -0.80434 0.81785 -0.001 -0.003 0.012 0.498
H 2.39812 0.32481 1.77094 0.025 -0.053 -0.047 0.866
H -1.42818 4.10446 -2.14113 0.003 0.008 0.003 0.393
H -3.12440 3.03566 -1.11923 -0.014 -0.040 -0.016 0.367
H -4.43700 2.28215 0.78228 0.007 0.024 0.026 0.343
H -3.65246 0.79682 2.47468 -0.025 0.004 -0.021 0.437
C 1.74881 0.85342 5.36991 0.009 0.042 0.020 -1.371
C 1.66103 -0.39445 4.54001 -0.008 -0.012 -0.026 0.433
C 2.68865 -1.32650 4.47503 0.040 0.020 0.030 -0.333
C 2.56842 -2.44349 3.66487 -0.034 -0.013 -0.026 -0.845
C 1.40076 -2.56149 2.93100 0.030 0.031 -0.072 0.175
Br 1.22169 -4.01009 1.70296 -0.016 -0.020 0.047 -0.140
N 0.40344 -1.70933 2.97157 -0.084 -0.070 0.063 -0.164
C 0.52792 -0.65289 3.77580 0.016 0.005 0.025 -0.417
H 2.77800 1.05716 5.66471 0.003 -0.003 0.007 0.390
H 1.15133 0.76825 6.27946 -0.005 -0.011 -0.001 0.373
H 1.37473 1.71161 4.80864 -0.011 -0.012 -0.013 0.182
H 3.59524 -1.17402 5.04942 0.004 -0.003 0.003 0.387
H 3.35493 -3.17897 3.58407 -0.008 -0.009 -0.008 0.443
H -0.31344 0.02970 3.77578 0.002 -0.021 0.014 0.766
C -3.02312 -3.71004 1.82585 -0.031 -0.038 -0.010 -0.840
N -3.59213 -3.10224 0.63103 0.009 0.018 -0.034 0.180
C -4.89502 -3.58607 0.21692 -0.021 0.019 0.018 -1.088
C -2.88627 -2.20248 -0.06666 0.081 0.075 -0.091 0.597
C -3.47326 -1.58701 -1.30827 -0.036 -0.022 -0.034 -1.061
O -1.74738 -1.87954 0.30214 -0.103 -0.191 0.258 -0.157
H -3.05412 -4.79703 1.73222 0.020 -0.002 0.000 0.366
H -3.60151 -3.41670 2.70433 -0.008 -0.006 -0.009 0.326
H -1.99643 -3.38156 1.94550 0.027 0.018 0.006 0.063
H -5.50690 -3.75346 1.10289 -0.002 0.003 0.006 0.346
H -4.81364 -4.52999 -0.32843 0.003 -0.005 0.009 0.301
H -5.40161 -2.85836 -0.40946 0.004 -0.019 -0.003 0.385
H -3.74614 -2.35263 -2.03574 0.003 -0.002 0.006 0.446
H -2.71307 -0.93500 -1.73564 -0.013 0.004 -0.006 -0.366
H -4.36504 -1.00337 -1.07550 0.003 0.013 0.026 0.453
C 1.47859 4.92588 3.10610 -0.029 0.015 -0.008 -1.270
Si 1.59842 3.73066 1.65260 -0.057 -0.073 -0.006 0.065
C 1.25287 4.62166 0.04760 0.005 0.061 0.013 -1.001
C 3.33849 3.03563 1.60107 0.005 -0.015 -0.064 -0.977
C 0.36985 2.40003 1.85343 -0.101 0.093 0.124 -0.002
C -0.66529 1.74711 1.94753 0.420 -0.119 -0.201 0.591
H 1.26644 5.94140 2.76463 0.003 -0.003 -0.006 0.380
H 2.41032 4.95844 3.67468 0.005 -0.015 0.005 0.358
H 0.67858 4.63125 3.78626 -0.003 0.004 0.000 0.359
H 1.96796 5.43375 -0.10935 -0.010 0.002 -0.025 0.424
H 0.24784 5.05045 0.05930 0.009 -0.002 -0.001 0.265
H 1.31017 3.93747 -0.80121 0.001 -0.013 -0.010 0.174
H 4.05885 3.85593 1.54531 0.002 0.001 -0.002 0.429
H 3.49096 2.39610 0.72829 -0.004 0.004 0.038 0.200
H 3.56598 2.45747 2.49945 0.006 -0.029 0.021 0.319
```
Forces are in eV/Å.

The calculation puts the relative energy (zero: lowest compared OMol25 entry of this formula, charge and spin) at 0.000 eV. The value obtained for the largest force on an atom is 0.69 eV/Å. Its LUMO energy (spin up / spin down) is 0.48 / 0.47 eV. Its expectation value of S² is 8.76. As for the HOMO energy (spin up / spin down): -0.22678 / -0.22865 Eh. The multiplicity is 6.